84
Properties=species:S:1:pos:R:3:forces:R:3:mulliken_spin:R:1 method="wB97M-V/def2-TZVPD" lumo_energy_ev="-0.306 / -1.038" total_energy_ha=-9872.61065 homo_lumo_gap_ev="6.03 / 5.23" s2=8.776 spin_multiplicity=6 relative_energy_kj_mol=262.3
Fe -1.44556 -0.14320 0.40433 1.3 -0.4 -1.4 3.817
Se -2.20937 3.04943 2.40318 -0.2 0.0 0.0 0.115
Te -0.50876 4.74151 3.17209 0.3 -0.3 -0.1 0.387
Te 1.13523 1.85902 3.64597 0.0 0.2 -0.1 0.538
Se -0.88321 1.05131 2.35002 -0.2 0.9 0.9 0.126
Cl -2.85723 -2.07272 0.73155 -0.4 -0.3 -0.1 0.040
C -1.88266 -3.41984 0.00899 -0.1 0.0 0.1 -0.002
Cl -2.32538 -3.71896 -1.66169 0.0 0.1 0.0 0.000
H -2.12461 -4.29341 0.60276 0.1 0.0 0.0 0.001
H -0.84924 -3.10037 0.09656 0.0 0.0 0.0 0.004
C -2.70249 5.97195 -0.60242 0.0 0.0 0.1 0.018
C -4.18985 5.65083 -0.72553 0.0 -0.1 0.1 -0.016
C -4.88053 5.57624 0.63192 0.1 0.0 0.0 0.000
C -4.44072 4.39437 -1.55624 0.1 -0.2 -0.1 0.000
N -3.80391 3.15999 -1.06119 -0.2 0.3 0.2 -0.002
C -2.56181 2.71819 -1.21648 0.4 -0.3 -0.6 0.009
N -2.48657 1.48829 -0.76199 -0.6 0.2 0.8 0.026
N -3.71504 1.22938 -0.23639 0.0 0.0 -0.1 -0.003
N -4.50287 2.21791 -0.41804 0.0 -0.1 0.0 -0.002
H -2.56226 6.94559 -0.13369 0.0 0.0 0.0 -0.009
H -2.21199 5.99976 -1.57845 0.0 0.0 0.0 -0.001
H -2.18789 5.24919 0.03494 0.0 -0.1 0.0 0.000
H -4.66558 6.44910 -1.30536 0.0 0.0 0.0 -0.001
H -4.41599 4.82773 1.27300 0.1 -0.1 0.0 0.000
H -5.93694 5.32436 0.53105 0.0 0.0 0.0 0.000
H -4.80764 6.53363 1.14806 0.0 0.0 0.0 -0.004
H -4.07617 4.53007 -2.57596 0.0 0.0 0.0 0.000
H -5.50438 4.16645 -1.59685 0.0 0.0 0.0 0.000
H -1.78279 3.25672 -1.72611 0.1 0.1 0.1 0.001
C 4.05047 -3.47020 -0.86404 0.0 0.0 0.0 0.000
C 3.25227 -3.64682 0.41775 0.0 0.1 0.1 0.002
C 2.64077 -5.03970 0.46484 -0.1 0.0 0.0 0.000
C 4.13229 -3.38491 1.62975 0.1 0.0 0.0 0.000
O 2.19083 -2.66940 0.31432 -0.2 0.0 0.0 0.004
P 1.33498 -2.02413 1.51038 0.0 -0.1 0.0 -0.027
O 2.11715 -1.20081 2.44836 0.1 0.2 0.0 -0.011
O 0.17362 -1.39332 0.76294 -0.1 0.0 0.1 -0.093
O 0.75340 -3.35305 2.22156 0.0 0.0 0.0 0.000
C 0.35310 -3.40953 3.61769 0.0 0.1 0.0 -0.006
C 1.59119 -3.54112 4.49003 0.0 0.0 0.0 -0.001
C -0.45599 -2.17672 4.00568 0.0 -0.1 0.0 -0.009
C -0.50695 -4.65857 3.71210 0.0 0.0 0.0 0.002
H 4.84264 -4.21762 -0.91706 0.0 0.0 0.0 0.000
H 4.50466 -2.47924 -0.89361 0.0 0.0 0.0 0.000
H 3.40101 -3.58779 -1.73281 0.0 0.0 0.0 0.000
H 3.42854 -5.79170 0.40753 0.0 0.0 0.0 0.000
H 1.96474 -5.17735 -0.38069 0.0 0.0 0.0 0.000
H 2.07475 -5.18549 1.38279 0.0 0.0 0.0 0.000
H 4.91968 -4.14036 1.66759 0.0 0.0 0.0 0.000
H 3.56249 -3.42852 2.55394 0.0 0.0 0.0 0.001
H 4.58599 -2.39629 1.56959 0.0 0.0 0.0 0.000
H 2.22370 -2.66322 4.36961 0.0 0.0 0.0 0.002
H 2.15771 -4.43408 4.21859 0.0 0.0 0.0 0.000
H 1.29708 -3.62660 5.53761 0.0 0.0 0.0 0.000
H 0.18224 -1.30192 4.12327 0.0 0.0 0.0 0.035
H -0.97107 -2.36310 4.94971 0.0 0.0 0.0 -0.002
H -1.20923 -1.95773 3.24580 0.0 -0.1 0.1 -0.006
H 0.02878 -5.52035 3.31243 0.0 0.0 0.0 0.000
H -1.43264 -4.53207 3.14695 0.0 0.0 0.0 0.000
H -0.76506 -4.85972 4.75184 0.0 0.0 0.0 0.000
O -0.77578 -0.60303 -1.55704 -0.4 0.2 -0.2 0.027
S 0.57436 -0.62589 -2.22707 0.2 -0.2 0.1 0.009
C 1.62493 0.53021 -1.37742 -0.1 0.0 0.1 0.010
C 2.98119 0.27151 -1.33089 0.0 0.0 0.1 -0.003
C 3.80477 1.15325 -0.64092 0.0 0.0 0.0 0.002
C 3.26079 2.25124 0.00527 0.0 0.0 0.0 0.004
C 1.89336 2.49865 -0.05010 0.0 0.0 0.0 0.026
C 1.07084 1.63722 -0.75284 0.1 0.1 -0.1 0.006
C 0.32266 0.32838 -3.72149 -0.2 0.0 0.0 0.003
C 1.40028 0.59416 -4.55463 0.0 0.0 0.0 0.001
C 1.18436 1.30084 -5.72481 0.0 0.0 0.0 0.000
C -0.09675 1.72814 -6.05800 0.0 0.0 0.0 0.000
C -1.16391 1.44458 -5.22076 0.0 0.0 0.0 0.000
C -0.96131 0.73282 -4.04318 0.0 0.0 0.0 0.001
H 3.38631 -0.61496 -1.79702 0.0 -0.1 0.0 0.000
H 4.86864 0.96414 -0.58917 0.0 0.0 0.0 0.000
H 3.89974 2.91437 0.57203 0.0 0.0 0.0 0.000
H 1.46665 3.34828 0.46839 0.0 0.0 0.0 -0.006
H 0.00702 1.82604 -0.81061 0.0 0.0 0.0 -0.014
H 2.39752 0.26742 -4.28946 0.0 0.0 0.0 0.000
H 2.01684 1.51949 -6.37966 0.0 0.0 0.0 0.000
H -0.25991 2.27250 -6.97784 0.0 0.0 0.0 0.000
H -2.16173 1.76814 -5.48642 0.0 0.0 0.0 0.000
H -1.77783 0.48148 -3.37875 0.0 0.0 0.0 -0.002